Record 1
A 2-piece molecular cluster, C4H11NOS overall. Source: OMol25; level of theory: wB97M-V/def2-TZVPD.

The energy above the lowest of the compared OMol25 structures with the same formula, charge and spin comes out at 85.3 kJ/mol. As for the LUMO energy: 0.0262 Eh. The calculated total energy is -687.176865 a.u. For the HOMO-LUMO gap, the calculation gives 9.42 eV.

Structure (XYZ):
```
18
Properties=species:S:1:pos:R:3:lowdin_charge:R:1
C -2.1274 -0.2141 -0.1767 -0.62
C -1.8140 1.0858 0.5889 -0.19
S -2.8482 -1.4513 0.9178 0.67
H -2.8339 0.0052 -0.9638 0.05
H -1.2391 -0.6812 -0.5845 0.02
H -1.2056 1.0156 1.4774 0.06
H -2.9984 -0.6822 2.0013 -0.15
H -2.6924 1.7278 0.6938 0.07
H -1.2822 1.6949 -0.1530 0.06
C 1.4197 -0.5660 -1.2595 -0.02
C 1.8443 0.0618 0.0437 -0.56
O 1.2921 0.8281 0.8066 0.04
N 3.1537 -0.2710 0.4034 0.12
H 1.1435 -1.5917 -1.0339 0.09
H 2.2494 -0.3963 -1.9537 0.08
H 3.5065 0.2908 1.1691 0.10
H 3.7094 -0.9064 -0.1370 0.09
H 0.7226 0.0501 -1.8398 0.09
```

---

Record 2
H16O9V as an isolated structure. Source: OMol25; level of theory: wB97M-V/def2-TZVPD.

The energy above the lowest of the compared OMol25 structures with the same formula, charge and spin comes out at 180.5 kJ/mol. The spin multiplicity is 2. As for the LUMO energy (spin up / spin down): -0.3351 / -0.3054 Eh. The calculated total energy is -1630.179907 a.u. As for the net charge: +2. For the HOMO-LUMO gap (spin up / spin down), the calculation gives 7.57 / 8.41 eV. The expectation value of S² is 0.837.

Structure (XYZ):
```
26
Properties=species:S:1:pos:R:3:mulliken_spin:R:1
O 0.5225 -0.9168 0.2789 -0.40
V 0.6055 0.6782 -0.0811 1.38
O 0.1755 -3.2668 0.5639 -0.01
H 0.1985 -3.3888 1.5029 0.00
H 0.1825 -2.3198 0.5719 0.00
O -1.3565 0.5572 -0.7691 0.00
H -1.4085 0.7482 -1.7321 0.00
H -2.2165 0.2012 -0.4851 0.00
O 1.3855 0.5082 -1.9271 0.01
H 1.1225 0.0002 -2.7271 0.00
H 1.6355 1.3692 -2.3881 0.00
O -2.0285 -1.1708 1.5229 0.00
H -2.8735 -1.0688 1.9689 0.00
H -2.2025 -1.6548 0.6989 0.00
O -0.2285 1.1742 1.7089 0.00
H 0.0445 2.0692 2.0289 0.00
H -0.6065 0.6362 2.4409 0.00
O 2.3635 0.8402 1.1979 0.01
H 2.2645 0.2242 1.9679 0.00
H 2.7805 1.6412 1.5449 0.00
O -0.2855 -1.9638 -2.1001 0.00
H -0.5325 -2.3528 -1.2491 0.00
H -1.1275 -1.8978 -2.5551 0.00
O 0.4975 2.7052 -0.6871 0.00
H 1.2935 3.2012 -0.7411 0.00
H -0.2065 3.4482 -0.5561 0.00
```

---

Record 3
A 2-piece molecular cluster, C7H10N2O overall. Source: OMol25; level of theory: wB97M-V/def2-TZVPD.

The energy above the lowest of the compared OMol25 structures with the same formula, charge and spin comes out at 374.1 kJ/mol. As for the LUMO energy: 0.0232 Eh. The calculated total energy is -457.366300 a.u. For the HOMO-LUMO gap, the calculation gives 9.54 eV.

Structure (XYZ):
```
20
Properties=species:S:1:pos:R:3:lowdin_charge:R:1
C -2.0771 -0.1610 0.1144 -0.57
C -3.1440 -0.4393 1.0297 -0.01
C 2.8316 -0.4518 0.4284 -0.17
C 2.0560 -1.2640 -0.4170 -0.04
C 0.8662 -0.6507 -0.8756 -0.05
C 0.5844 0.7561 -0.4636 -0.06
C 1.5309 1.4072 0.2375 -0.19
H -1.7315 1.0986 -1.5005 0.06
H -2.9937 1.6900 -0.3183 0.14
H -2.8709 -1.5823 1.1599 0.15
H -4.0644 -0.1329 0.9106 0.02
H -2.8703 -0.2395 2.1279 0.13
H 3.8441 -0.7010 0.7806 0.10
H 2.1849 -2.3190 -0.4621 0.09
H 0.2142 -1.2404 -1.3555 0.05
H -0.3868 1.1258 -0.9739 0.09
H 1.4890 2.4818 0.3227 0.10
N -2.4546 0.9028 -0.8138 0.11
N 2.5452 0.7808 0.8167 0.04
O -1.1671 -0.8932 -0.1293 0.01
```

---

Record 4
C22H26AuBF4N8OS2 as an isolated structure. Source: OMol25; level of theory: wB97M-V/def2-TZVPD.

The energy above the lowest of the compared OMol25 structures with the same formula, charge and spin comes out at 0.0 kJ/mol. As for the LUMO energy: -0.2768 Eh. The calculated total energy is -2723.266062 a.u. As for the net charge: +2. For the HOMO-LUMO gap, the calculation gives 6.97 eV.

Structure (XYZ):
```
65
Properties=species:S:1:pos:R:3:lowdin_charge:R:1
Au 0.2404 -0.0715 -0.7741 1.45
S 6.1349 4.4364 -0.9641 1.13
N 6.0516 2.8544 -0.7009 -0.19
C 4.7700 2.5262 -0.7470 -0.30
C 4.2288 1.1980 -0.5628 -0.05
C 4.9850 0.0511 -0.2901 0.07
C 4.3384 -1.1522 -0.1216 0.03
C 2.9525 -1.2154 -0.2329 -0.04
N 2.2432 -0.1272 -0.5045 -0.02
C 2.8494 1.0681 -0.6665 -0.12
C 1.9730 2.1875 -0.9408 -0.10
N 0.6348 1.9239 -1.0285 0.00
C -0.1862 2.9446 -1.2635 -0.07
C 0.2564 4.2505 -1.4181 0.02
C 1.6015 4.5289 -1.3440 0.08
C 2.4849 3.4724 -1.1023 -0.05
C 3.9211 3.6272 -1.0057 -0.30
N 4.5749 4.7697 -1.1504 -0.19
H 6.0621 0.1281 -0.2177 0.14
H 4.8871 -2.0591 0.0877 0.14
H 2.4051 -2.1377 -0.1208 0.11
H -1.2390 2.7361 -1.3468 0.09
H -0.4747 5.0252 -1.5988 0.13
H 1.9842 5.5334 -1.4691 0.14
O 0.2342 0.0270 1.8042 -0.63
S -0.4549 -0.9536 2.7366 0.94
C -0.0629 -0.4640 4.4328 -0.30
C 0.0806 -1.7610 5.2487 -0.20
C 0.1614 -2.9627 4.2813 -0.22
C 0.5690 -2.4246 2.9158 -0.33
H -0.8354 0.2075 4.7989 0.10
H 0.8725 0.0914 4.3419 0.10
H -0.7554 -1.8787 5.9340 0.12
H 0.9795 -1.6917 5.8585 0.12
H -0.8088 -3.4556 4.2065 0.12
H 0.8694 -3.7142 4.6243 0.12
H 0.3880 -3.1023 2.0835 0.09
H 1.6057 -2.0759 2.8993 0.11
C -2.1797 0.2976 -2.4643 -0.16
N -1.7948 -0.1517 -1.0566 -0.18
C -2.3589 -1.6157 -0.9463 -0.14
N -3.7628 -1.6293 -1.1665 -0.07
C -4.0637 -1.1270 -2.5099 -0.12
N -3.5952 0.2579 -2.6428 -0.07
C -4.2524 1.0856 -1.6284 -0.13
N -3.9848 0.5813 -0.2789 -0.07
C -2.5848 0.6314 -0.0059 -0.16
C -4.4510 -0.8044 -0.1759 -0.12
H -1.6810 -0.3890 -3.1506 0.14
H -1.7954 1.3037 -2.6315 0.11
H -2.1013 -1.9660 0.0518 0.13
H -1.8530 -2.1944 -1.7095 0.11
H -5.1378 -1.1632 -2.6788 0.14
H -3.5717 -1.7508 -3.2562 0.14
H -5.3264 1.0835 -1.8050 0.14
H -3.8977 2.1154 -1.7120 0.13
H -2.3507 0.1662 0.9511 0.10
H -2.2459 1.6636 0.0291 0.11
H -5.5253 -0.8428 -0.3452 0.14
H -4.2418 -1.1803 0.8262 0.14
F 0.2555 -2.8789 -2.9758 0.24
B 0.4952 -3.6465 -1.9196 -0.97
F -0.4903 -4.3191 -1.3642 0.28
F 1.7439 -3.8538 -1.5397 0.26
F 0.2293 -2.0134 -0.5778 -0.37
```

---

Record 5
C48H38O2P2PdS2 as an isolated structure. Source: OMol25; level of theory: wB97M-V/def2-TZVPD.

The energy above the lowest of the compared OMol25 structures with the same formula, charge and spin comes out at 27.5 kJ/mol. The spin multiplicity is 3. As for the LUMO energy (spin up / spin down): -0.1841 / -0.2722 Eh. The calculated total energy is -3608.839309 a.u. As for the net charge: +2. For the HOMO-LUMO gap (spin up / spin down), the calculation gives 7.97 / 6.36 eV. The expectation value of S² is 2.013.

Structure (XYZ):
```
93
Properties=species:S:1:pos:R:3:mulliken_spin:R:1
Pd -0.0476 -0.5061 -0.0633 0.90
O -0.5908 -1.6443 3.1415 0.09
S -0.1180 -0.5306 2.3150 0.16
C 1.5565 -0.1212 2.7772 0.06
C 1.8047 0.1471 4.1181 0.01
C 3.1016 0.4060 4.5216 0.00
C 4.1354 0.3907 3.5893 0.01
C 3.8767 0.1066 2.2574 -0.01
C 2.5764 -0.1636 1.8309 -0.08
P 2.2582 -0.6954 0.1130 0.22
C 2.8224 -2.4104 0.0411 -0.01
C 1.8816 -3.4395 0.0110 0.07
C 2.2955 -4.7647 0.0178 0.01
C 3.6491 -5.0641 0.0539 0.00
C 4.5932 -4.0431 0.0824 0.00
C 4.1849 -2.7197 0.0751 0.01
C 3.3277 0.2922 -0.9392 0.00
C 3.5559 1.6382 -0.6445 0.02
C 4.3191 2.4159 -1.5012 -0.01
C 4.8510 1.8562 -2.6572 0.02
C 4.6134 0.5227 -2.9629 -0.01
C 3.8481 -0.2614 -2.1103 0.00
C -0.9696 0.9587 2.7758 0.04
C -1.6593 0.9565 3.9720 0.01
C -2.2303 2.1475 4.4034 0.01
C -2.0998 3.3025 3.6439 0.01
C -1.4250 3.2772 2.4279 0.00
C -0.8759 2.0859 1.9622 0.08
P -0.0956 1.9608 0.3338 0.13
C -1.4219 1.8272 -0.8940 -0.09
C -2.7154 2.2979 -0.6738 0.00
C -3.6589 2.2114 -1.6858 0.00
C -3.3247 1.6469 -2.9133 0.01
C -2.0394 1.1747 -3.1389 0.02
C -1.0851 1.2693 -2.1322 0.08
C 0.6937 3.5487 0.0168 0.09
C 1.5818 4.0331 0.9866 0.07
C 2.1971 5.2600 0.8109 -0.01
C 1.9418 6.0016 -0.3393 0.03
C 1.0741 5.5163 -1.3078 -0.01
C 0.4507 4.2853 -1.1403 0.03
H 0.9920 0.1463 4.8368 0.00
H 3.3083 0.6173 5.5627 0.00
H 5.1516 0.5921 3.9059 0.00
H 4.6926 0.0910 1.5444 0.00
H 0.8257 -3.2147 -0.0176 0.01
H 1.5613 -5.5611 -0.0069 0.00
H 3.9739 -6.0972 0.0595 0.00
H 5.6497 -4.2806 0.1104 0.00
H 4.9281 -1.9300 0.0886 0.00
H 3.1521 2.0757 0.2589 0.00
H 4.5039 3.4576 -1.2644 0.00
H 5.4550 2.4621 -3.3214 0.00
H 5.0257 0.0906 -3.8666 0.00
H 3.6625 -1.3013 -2.3528 0.00
H -1.7366 0.0425 4.5507 0.00
H -2.7664 2.1733 5.3438 0.00
H -2.5355 4.2306 3.9926 0.00
H -1.3437 4.1803 1.8344 0.00
H -2.9866 2.7229 0.2852 0.00
H -4.6614 2.5877 -1.5167 0.00
H -4.0680 1.5816 -3.6989 0.00
H -1.7752 0.7506 -4.1001 0.00
H -0.0669 0.9512 -2.3291 0.00
H 1.7743 3.4564 1.8874 0.01
H 2.8715 5.6420 1.5677 0.00
H 2.4213 6.9635 -0.4779 0.00
H 0.8741 6.0989 -2.1985 0.00
H -0.2251 3.9195 -1.9015 0.00
O -2.2965 -0.9254 0.6196 0.02
S -2.9290 -2.3127 0.5789 0.00
C -2.0837 -3.1773 -0.7397 -0.01
C -2.1871 -4.5565 -0.8244 0.00
C -1.5574 -5.2134 -1.8735 0.01
C -0.8262 -4.4952 -2.8153 0.00
C -0.7206 -3.1154 -2.7105 -0.03
C -1.3566 -2.4557 -1.6686 0.01
C -4.5200 -2.1004 -0.2073 0.00
C -4.8130 -0.8854 -0.8046 0.00
C -6.0541 -0.7302 -1.4107 0.00
C -6.9702 -1.7752 -1.4067 0.00
C -6.6577 -2.9815 -0.7894 0.00
C -5.4265 -3.1507 -0.1765 0.00
H -2.7430 -5.1191 -0.0809 0.00
H -1.6372 -6.2906 -1.9548 0.00
H -0.3400 -5.0141 -3.6312 0.00
H -0.1507 -2.5534 -3.4406 0.00
H -1.3253 -1.3749 -1.6140 0.04
H -4.0838 -0.0842 -0.7858 0.00
H -6.3078 0.2102 -1.8858 0.00
H -7.9377 -1.6475 -1.8774 0.00
H -7.3790 -3.7887 -0.7749 0.00
H -5.1883 -4.0847 0.3228 0.00
```

---

> The lowest calculated total energy belongs to which entry?

C48H38O2P2PdS2

---

> The highest calculated total energy belongs to which entry?

C7H10N2O

---

> What is the formula in the second record?

H16O9V